Entry from the Open Molecules 2025 dataset: C22H18B3NO12 as an isolated structure in a non-equilibrium geometry (ωB97M-V with the def2-TZVPD basis set).

Geometry (Å):
1 N -6.04885 -4.16609 -1.37570
2 C -5.36089 -5.01726 -1.77207
3 O -4.57457 -5.76764 -2.46811
4 B -3.29996 -5.89821 -1.91234
5 O -2.27467 -6.26323 -2.73466
6 B -1.27988 -5.30470 -2.53212
7 O -0.77613 -5.25191 -1.25211
8 B -1.84732 -4.93904 -0.41025
9 C -1.69999 -3.82281 0.66799
10 C -2.94182 -2.87719 0.64812
11 C -2.49559 -1.47795 0.34863
12 O -2.56328 -0.59864 1.15807
13 O -1.92720 -1.29164 -0.87582
14 O -3.05084 -5.62785 -0.59829
15 H -0.99304 -4.51106 -3.36411
16 H -0.80504 -3.24676 0.52464
17 H -1.64955 -4.23070 1.66952
18 H -3.41258 -2.87043 1.61471
19 H -3.68580 -3.16716 -0.08500
20 H -2.59393 -1.13781 -1.54781
21 C -2.21415 2.55969 3.26816
22 C -2.30179 1.24241 3.44392
23 C -1.74857 0.59655 4.66054
24 O -1.81898 -0.60278 4.82571
25 C -1.09988 1.47022 5.67163
26 C -1.01532 2.78523 5.49291
27 C -1.56682 3.43403 4.27553
28 O -1.48823 4.63312 4.11683
29 H -2.60764 3.05299 2.38841
30 H -2.76952 0.58921 2.72132
31 H -0.70490 0.97713 6.55118
32 H -0.54664 3.44054 6.21615
33 C 1.68850 -0.53760 -0.65732
34 C 1.93379 0.73373 -0.96128
35 C 1.71313 1.81376 0.03122
36 O 1.93516 2.97586 -0.24483
37 C 1.21119 1.42683 1.37284
38 C 0.96634 0.15527 1.67490
39 C 1.18811 -0.92567 0.68209
40 O 0.96040 -2.08455 0.96040
41 H 1.84077 -1.34244 -1.36502
42 H 2.30212 1.03727 -1.93190
43 H 1.05702 2.23220 2.08018
44 H 0.59666 -0.15216 2.64564
45 C 4.88588 3.01329 -4.64920
46 C 5.13052 4.28430 -4.95317
47 C 4.91046 5.36906 -3.96216
48 O 5.13237 6.52614 -4.24198
49 C 4.40977 4.97949 -2.62104
50 C 4.16504 3.70777 -2.31589
51 C 4.38507 2.62763 -3.30724
52 O 4.16314 1.46497 -3.03169
53 H 5.03815 2.20737 -5.35598
54 H 5.49681 4.58860 -5.92528
55 H 4.25617 5.78429 -1.91379
56 H 3.79681 3.40434 -1.34508

Summary:
**LUMO energy**: -0.0563 hartree
**E**: -1881.5064 a.u.
**HOMO energy**: -10.113 eV
**2S+1**: 1
**HOMO-LUMO gap**: 8.58 eV